1.
Density functional theory data (ωB97M-V/def2-TZVPD) for a structure of composition C30H34N3O9ReS3 in a non-equilibrium geometry.

Values from the calculation:
orbital gap (alpha / beta) = 5.728 / 6.296 eV
total energy = -3277.579185 hartree
2S+1 = 2
total charge = +1
largest force on an atom = 3.9 eV/A
ΔE to the lowest compared entry with this formula, charge and spin = 209.99 kJ/mol
LUMO (alpha / beta) = -0.2137 / -0.1954 hartree
HOMO energy (alpha / beta) = -11.54 / -11.61 eV

Element x y z (Å)
Re (1.0657, -0.2612, -0.7578)
O (4.2255, 2.1382, -0.6364)
C (3.5478, 1.1414, -0.7532)
O (2.5382, 0.9855, -1.5293)
C (3.8521, -0.1285, 0.0398)
C (5.0852, -0.4986, 0.5499)
C (5.2557, -1.8101, 0.9775)
C (4.2397, -2.7328, 0.7491)
C (3.0412, -2.2870, 0.2146)
N (2.8315, -0.9850, -0.0132)
C (1.9872, -3.1309, -0.5212)
O (1.8939, -4.3216, -0.3480)
O (1.3302, -2.4153, -1.3685)
H (5.8841, 0.2247, 0.5847)
H (6.2008, -2.1283, 1.3893)
H (4.3705, -3.7842, 0.9472)
C (0.4902, -2.4766, 3.5916)
C (-0.6036, -2.7942, 2.5568)
C (-0.5394, -4.2675, 2.1311)
C (-1.9888, -2.4321, 3.1073)
C (-0.3093, -1.9666, 1.4221)
N (0.0182, -1.2588, 0.5707)
H (0.3185, -3.0707, 4.4843)
H (0.4733, -1.4250, 3.8639)
H (1.4738, -2.7173, 3.1988)
H (-0.6023, -4.8967, 3.0153)
H (0.3889, -4.4889, 1.6097)
H (-1.3647, -4.5158, 1.4698)
H (-2.1815, -3.0136, 4.0045)
H (-2.7639, -2.6483, 2.3775)
H (-2.0371, -1.3766, 3.3620)
C (-2.5486, -4.2783, -4.3539)
C (-2.6108, -3.2743, -3.2241)
S (-1.0928, -2.2029, -3.1412)
O (-1.2873, -1.4879, -1.8620)
C (-1.4643, -0.9660, -4.4793)
C (-2.8092, -0.2923, -4.2902)
H (-3.4494, -4.8909, -4.3414)
H (-1.6922, -4.9360, -4.2282)
H (-2.4888, -3.7890, -5.3226)
H (-2.6182, -3.7771, -2.2602)
H (-3.4767, -2.6204, -3.2911)
H (-1.3896, -1.5071, -5.4207)
H (-0.6535, -0.2425, -4.4143)
H (-3.6117, -0.8549, -4.7628)
H (-2.8092, 0.7121, -4.7107)
H (-3.0309, -0.1835, -3.2294)
O (-2.6329, 4.5723, -2.5050)
S (-3.0218, 3.2031, -2.6377)
O (-4.0007, 2.8432, -3.6094)
N (-1.6468, 2.2847, -2.8375)
C (-1.3530, 1.5833, -1.7921)
O (-0.3425, 0.8413, -1.6991)
C (-2.3400, 1.7223, -0.6626)
C (-2.2829, 1.1487, 0.5957)
C (-3.3075, 1.4273, 1.4927)
C (-4.3635, 2.2559, 1.1394)
C (-4.4128, 2.8390, -0.1238)
C (-3.3920, 2.5596, -1.0015)
H (-1.4617, 0.5051, 0.8642)
H (-3.2766, 1.0019, 2.4866)
H (-5.1492, 2.4614, 1.8526)
H (-5.2126, 3.5010, -0.4164)
C (0.0699, 4.0039, 0.2226)
S (1.4955, 2.8831, -0.0067)
O (0.9619, 1.5428, 0.5198)
C (2.3909, 3.4046, 1.4614)
C (3.5078, 4.2086, 1.3299)
C (4.2006, 4.5822, 2.4693)
C (3.7751, 4.1459, 3.7144)
C (2.6647, 3.3241, 3.8294)
C (1.9682, 2.9480, 2.6961)
H (-0.5073, 3.6862, 1.0834)
H (-0.5364, 4.0005, -0.6792)
H (0.4629, 5.0019, 0.3774)
H (3.8308, 4.5137, 0.3481)
H (5.0702, 5.2123, 2.3803)
H (4.3122, 4.4437, 4.6002)
H (2.3350, 2.9813, 4.7967)
H (1.1063, 2.3004, 2.7533)

Cartesian forces (eV/Å) of the 2 atoms listed first:
Re -2.7 1.3 -2.5
O 0.0 -0.4 -0.3

---

2.
Density functional theory data (ωB97M-V/def2-TZVPD) for an isolated molecule of C2HBrCl3NO2 in a non-equilibrium geometry.

Values from the calculation:
orbital gap = 9.674 eV
total energy = -4236.481389 hartree
structure (SMILES) = O=[N+]([O-])[C@H](Br)C(Cl)(Cl)Cl
largest force on an atom = 3.0 eV/A
ΔE to the lowest compared entry with this formula, charge and spin = 77.59 kJ/mol
LUMO = -0.0480 hartree
HOMO energy = -10.98 eV

Element x y z (Å)
O (0.2759, 1.0888, 1.7922)
N (-0.0628, -0.0742, 1.8525)
O (-0.3099, -0.8799, 2.7327)
C (-0.1636, -0.6169, 0.4567)
Br (-2.0459, -1.7334, 0.3902)
C (1.1560, -1.3774, 0.1024)
Cl (2.1938, 0.0051, -0.3684)
Cl (1.7299, -2.3534, 1.5778)
Cl (0.8480, -2.4382, -1.2313)
H (-0.1549, 0.1401, -0.3012)

Cartesian forces (eV/Å) of the 2 atoms listed first:
O 0.0 0.0 2.0
N -0.9 -1.2 -1.9